No. 1
18
Properties=species:S:1:pos:R:3:forces:R:3 method="wB97M-V/def2-TZVPD" total_charge=-1 spin_multiplicity=4 e_tot_ha=-1995.6865 gap_ev="4.10 / 7.29" homo_ev="-0.16 / -4.33" s_squared=3.80
C 0.31353 0.62541 -1.89773 0.08 0.02 -1.42
C 0.08737 -0.10966 -3.05140 0.38 1.33 -0.15
C -0.22644 -1.46789 -3.11257 -0.13 0.25 -0.34
C -0.31978 -2.29652 -1.98876 -0.02 -0.56 0.63
C -0.14055 -1.84280 -0.70798 -0.29 -0.45 -0.11
Co -0.02979 -0.01211 -0.25978 0.34 0.55 2.63
P 0.14466 2.24284 0.62537 -0.20 -0.10 0.28
H 0.63591 1.70560 -1.99116 -0.30 -1.09 -0.41
H 0.17312 0.43501 -3.99051 0.01 -0.19 -0.26
H -0.40016 -1.90410 -4.09032 0.04 -0.02 -0.06
H -0.21426 -2.61498 0.10778 0.09 0.74 -0.69
H -0.54696 -3.34591 -2.19146 0.09 -0.01 0.09
H -0.91286 2.77446 1.41556 0.27 -0.08 -0.20
H 0.27700 3.32727 -0.27780 0.06 0.15 -0.04
H 1.17966 2.60323 1.53518 -0.24 -0.07 -0.27
O -0.23249 -0.40001 1.78333 -0.03 -0.52 -0.01
H -0.99517 -0.00738 2.26222 -0.01 0.02 0.24
H 0.54600 -0.26945 2.37763 -0.15 0.03 0.08


No. 2
20
Properties=species:S:1:pos:R:3:forces:R:3 method="wB97M-V/def2-TZVPD" e_above_lowest_kj_mol=110.1 e_tot_ha=-535.8354 gap_ev=10.35 homo_ev=-9.70
H -2.51004 -2.00134 0.99460 -0.76 -1.20 0.22
N -2.04930 -1.25327 0.54882 1.29 0.09 -0.25
C -1.10129 -1.60399 -0.21517 1.50 0.07 -0.50
N -0.64796 -2.79794 -0.73685 -1.73 -1.52 0.97
O -0.16859 -0.73752 -0.74689 -0.85 0.23 -0.61
C 0.13618 0.56977 -0.30991 0.30 1.43 1.25
C 1.10125 1.20021 -1.34173 -0.36 -0.71 -1.30
C 0.80946 0.51778 1.06446 -1.66 0.40 1.07
N -0.88538 1.54232 -0.16730 -1.87 -0.41 -0.08
C -2.05300 1.38527 0.23189 0.25 2.92 -1.22
F -2.77200 2.58042 0.18379 -0.01 -0.92 0.50
H -1.18021 -3.71035 -0.53874 1.44 2.26 -0.97
H 0.02318 -2.59758 -1.48533 -0.54 -1.11 0.52
H 1.19392 2.31864 -1.20595 -0.23 -1.51 -0.33
H 0.86907 0.83788 -2.39690 -0.55 1.15 1.14
H 2.04014 0.70231 -1.27251 1.18 -0.06 0.62
H 1.79190 0.40244 0.84395 3.22 -1.52 -0.16
H 0.39001 -0.20028 1.81962 0.34 0.60 -1.02
H 0.88678 1.50812 1.51606 -0.81 0.12 0.01
H -2.65873 0.56469 0.53643 -0.14 -0.29 0.15


No. 3
21
Properties=species:S:1:pos:R:3:forces:R:3 method="wB97M-V/def2-TZVPD" total_charge=+1 e_tot_ha=-590.1504 gap_ev=6.77 homo_ev=-11.93
C -2.96633 -0.53895 3.08179 0.01 0.22 -0.73
C -1.84024 0.32753 2.25231 1.24 -1.52 -1.03
C -0.83041 -0.38946 1.17774 -1.92 6.04 2.96
N -0.07663 0.86709 0.71796 -3.96 0.44 3.91
F 0.93704 0.79131 -0.21130 -1.46 0.80 1.46
C -0.56819 2.13886 1.43681 -0.60 -2.24 0.42
N -1.67575 1.82057 2.43329 4.45 -4.72 -5.39
H -2.47957 -1.43329 3.69471 -0.89 2.20 -1.31
H -3.60876 0.17165 3.79065 1.55 -1.63 -1.61
H -3.67506 -1.02527 2.25810 1.46 1.16 1.88
H -0.69639 -1.51134 0.84847 -0.17 2.78 0.61
H -0.13344 3.21320 1.27706 -0.81 -2.53 0.16
H -2.20580 2.45727 3.09373 1.01 -0.94 -1.25
C 2.64715 -1.28346 -3.47691 0.43 -0.96 -0.99
O 3.04798 -2.28048 -4.05660 -0.13 0.24 0.25
N 2.25764 -0.17173 -4.12651 -0.39 1.01 -1.01
N 2.55926 -1.20731 -2.13673 -0.10 -0.33 1.86
H 1.92487 0.65892 -3.66676 0.11 -0.16 -0.13
H 2.30819 -0.18705 -5.13684 -0.01 0.03 0.38
H 2.84269 -2.02287 -1.60952 -0.04 0.33 -0.21
H 2.23173 -0.39518 -1.64145 0.21 -0.21 -0.22


No. 4
20
Properties=species:S:1:pos:R:3:forces:R:3 method="wB97M-V/def2-TZVPD" e_above_lowest_kj_mol=0.0 total_charge=-1 smiles="CC(C)[C@@](C)(F)S(=O)(=O)[O-]" e_tot_ha=-920.3605 gap_ev=8.64 homo_ev=-5.06
C -1.98110 -0.22147 -0.22221 0.16 1.21 -0.79
C -0.61871 -0.31175 0.43438 0.19 0.19 1.95
C -0.79990 0.47886 1.76436 1.35 -0.66 -0.11
C 0.54649 0.25948 -0.36367 -0.23 -0.02 -1.62
C 0.51651 -0.23874 -1.84180 0.90 -0.95 2.13
F 0.40171 1.68671 -0.39981 0.12 -0.95 0.10
S 2.26189 -0.16483 0.22191 0.92 1.11 1.50
O 2.38039 0.23041 1.64199 -0.59 -0.41 -0.96
O 2.30331 -1.61812 0.03139 0.00 0.63 -0.30
O 3.14768 0.66936 -0.61073 -0.91 -1.14 0.04
H -2.21086 0.86918 -0.25967 -0.18 -0.64 0.07
H -2.73164 -0.71279 0.40881 0.07 -0.04 -0.49
H -1.96441 -0.50925 -1.27911 -0.47 -0.60 0.43
H -0.38464 -1.34562 0.74503 0.12 0.28 -0.54
H 0.19070 0.62241 2.23523 -0.55 -0.37 0.09
H -1.48990 -0.10258 2.40084 0.19 0.64 -0.05
H -1.12753 1.47547 1.50714 -0.58 0.22 0.20
H 1.24184 0.35415 -2.34740 0.79 0.00 -0.63
H 0.74375 -1.34175 -1.79396 -0.02 1.23 -0.38
H -0.42559 -0.07913 -2.27275 -1.30 0.28 -0.62


No. 5
21
Properties=species:S:1:pos:R:3:forces:R:3 method="wB97M-V/def2-TZVPD" spin_multiplicity=3 e_tot_ha=-849.6849 gap_ev="7.36 / 6.33" homo_ev="-7.05 / -9.74" s_squared=2.01
C 1.45663 1.04936 -0.88533 -0.22 0.10 0.06
C 0.39680 -2.15740 0.29303 -0.15 0.23 0.22
C 0.03332 0.56737 -1.16303 0.17 -0.44 -0.23
C -0.02799 -0.88580 1.01552 0.18 -0.03 -0.32
C -0.74335 0.11887 0.08749 0.38 0.44 0.01
N -1.02195 1.34278 0.87094 4.56 -7.47 -3.66
O -2.12338 1.80913 0.88360 -7.29 3.88 0.73
O -0.07225 1.78993 1.47805 2.58 3.13 3.28
O -0.76401 1.59044 -1.71229 -0.09 0.30 -0.26
O -0.89866 -1.27085 2.04543 -0.12 -0.21 0.47
I -2.64347 -0.65425 -0.52054 -0.25 0.31 0.12
H 1.46060 1.84656 -0.14567 0.00 -0.04 -0.06
H 1.88185 1.43675 -1.80956 0.05 -0.06 -0.12
H 2.08344 0.23504 -0.53469 0.13 -0.10 0.04
H -0.47420 -2.64424 -0.13854 -0.01 -0.09 -0.09
H 1.12766 -1.95252 -0.48259 0.07 0.00 -0.11
H 0.83215 -2.83397 1.02336 0.07 -0.03 0.03
H 0.07399 -0.29368 -1.84990 -0.02 0.09 0.12
H 0.85797 -0.37697 1.42541 -0.23 -0.05 -0.15
H -0.43080 1.85061 -2.57690 0.08 -0.06 0.07
H -1.00433 -0.56715 2.69622 0.12 0.09 -0.12


No. 6
18
Properties=species:S:1:pos:R:3:forces:R:3 method="wB97M-V/def2-TZVPD" total_charge=+1 e_tot_ha=-378.1580 gap_ev=7.56 homo_ev=-12.34
C -2.10182 -1.18903 0.30207 -1.82 0.97 -0.97
O -2.26398 -0.15501 -0.70646 0.08 -0.68 0.14
C -1.56052 1.02387 -0.46546 0.11 0.35 0.15
C -0.12623 1.01595 -0.95725 -0.20 0.59 -0.70
O 0.73383 0.23142 -0.10060 -0.03 -0.33 0.09
C 2.07650 0.33729 -0.38918 0.80 0.42 -0.27
C 3.00929 0.21025 0.54609 -0.15 -0.14 -0.27
H -2.82011 -0.97195 1.12067 0.00 -0.15 -0.01
H -2.47367 -2.10940 -0.18157 -0.10 0.01 0.10
H -1.58434 1.30327 0.60432 -0.02 0.01 -0.14
H -2.06562 1.82888 -1.02160 0.11 -0.24 0.17
H 0.25744 2.04569 -0.96261 -0.04 -0.25 0.03
H -0.07372 0.60233 -1.97541 -0.03 0.11 0.25
H 2.29425 0.50500 -1.44691 -0.05 0.45 0.37
H 2.79325 -0.23550 1.51733 0.05 0.71 0.16
H 4.01865 0.56050 0.33665 -0.11 -0.74 -0.05
H -0.05004 -3.26669 2.60098 0.04 -0.11 0.25
La -0.06315 -1.73685 1.17896 1.35 -0.95 0.70


No. 7
16
Properties=species:S:1:pos:R:3:forces:R:3 method="wB97M-V/def2-TZVPD" e_above_lowest_kj_mol=174.8 total_charge=+1 smiles="C=[N+]1CC[C@H]1C" e_tot_ha=-250.9387 gap_ev=11.33 homo_ev=-16.15
C 1.72528 -0.99627 0.40187 2.95 -1.62 0.52
N 0.81388 -0.18403 0.14687 2.67 -0.37 -1.61
C 0.78370 1.10802 -0.54221 -0.55 1.49 -0.17
C -0.46494 1.37217 0.30994 -3.13 1.57 -1.04
C -0.55433 -0.21207 0.50300 -2.17 1.89 3.48
C -1.43201 -0.99507 -0.44823 1.28 1.02 0.72
H 1.45330 -1.90755 0.94762 0.03 0.35 -0.08
H 2.85509 -0.89112 0.15646 -2.29 0.28 0.11
H 0.56428 1.04651 -1.61719 0.00 -0.63 0.36
H 1.59585 1.83511 -0.45549 0.30 -0.70 0.43
H -0.25216 2.03187 1.21036 -0.38 -1.24 -0.97
H -1.39832 1.81081 -0.29341 2.13 -0.82 1.49
H -0.74654 -0.50318 1.63278 0.69 0.26 -2.35
H -0.83679 -1.74182 -0.88968 0.35 -1.30 -0.59
H -1.89451 -0.41430 -1.18326 -0.33 1.14 -1.35
H -2.21177 -1.35906 0.12058 -1.58 -1.33 1.06


No. 8
16
Properties=species:S:1:pos:R:3:forces:R:3 method="wB97M-V/def2-TZVPD" e_above_lowest_kj_mol=451.1 total_charge=+1 e_tot_ha=-250.8335 gap_ev="8.72 / 8.83" homo_ev="-13.06 / -13.15"
C -0.73060 0.75404 0.50341 3.84 -2.32 -0.56
C -1.35265 1.61777 1.22102 -0.85 0.50 0.14
C 1.00949 -0.44616 0.12487 -2.54 2.26 1.12
C 2.15876 0.30511 -0.39056 0.31 -0.01 -0.35
C -1.24316 -1.41994 -0.51402 -0.53 -0.80 -0.02
N -0.37631 -0.22539 -0.44946 -0.36 0.30 -0.38
H -2.38030 1.90892 1.00858 -0.04 -0.02 -0.10
H -0.90314 2.11418 2.07254 0.20 -0.10 0.02
H 1.04055 -1.09342 0.98031 -0.32 -0.33 0.01
H 2.71405 0.79473 0.40850 -0.07 0.05 0.02
H 1.86975 1.05440 -1.12434 0.02 0.09 -0.04
H 2.85491 -0.38931 -0.87074 0.03 0.01 -0.07
H -0.78928 -2.16619 -1.16447 0.15 0.14 -0.02
H -1.35616 -1.83894 0.48491 0.11 0.17 -0.01
H -2.22528 -1.14784 -0.89681 0.07 0.15 0.02
H -0.29064 0.17806 -1.39375 -0.01 -0.08 0.20


Max |F| (computed, eV/A): 2.7 3.6 8.4 2.5 9.5 2.3 4.5 4.5